{
  "formula": "C4H11N2S",
  "method": "ωB97M-V/def2-TZVPD",
  "species": ["C", "N", "C", "C", "S", "C", "N", "H", "H", "H", "H", "H", "H", "H", "H", "H", "H", "H"],
  "positions_angstrom": [[1.61816, -1.75018, 0.51363], [1.31761, -0.31164, 0.38604], [0.01905, 0.00413, -0.19500], [-1.28467, -0.70716, 0.25918], [-2.57302, -0.42981, -1.00342], [-0.09281, 1.54958, -0.07043], [-1.20908, 2.35413, -0.65596], [2.50266, -1.93429, 1.18492], [0.74226, -2.11953, 1.09598], [1.51656, -2.27831, -0.35582], [2.02126, 0.00342, -0.27938], [0.10244, -0.23434, -1.30425], [-1.49011, -0.23703, 1.21638], [-1.04209, -1.71351, 0.56636], [0.96332, 1.96400, -0.25991], [-0.02933, 1.93628, 1.06659], [-2.10937, 1.80790, -0.46189], [-0.97284, 2.09634, -1.70302]],
  "nbo_charge": [-0.416, -0.618, -0.073, -0.604, 0.095, -0.253, -0.782, 0.216, 0.178, 0.175, 0.354, 0.159, 0.218, 0.248, 0.208, 0.194, 0.357, 0.345],
  "spin_multiplicity": 2,
  "homo_energy_ev": [-9.171, -9.057],
  "e_lumo_ha": [0.032, -0.082],
  "relative_energy_ev": 1.868,
  "charge": 0
}

***

{
  "formula": "C11H23NOS",
  "method": "ωB97M-V/def2-TZVPD",
  "species": ["C", "C", "C", "C", "C", "C", "S", "C", "C", "C", "C", "C", "O", "N", "H", "H", "H", "H", "H", "H", "H", "H", "H", "H", "H", "H", "H", "H", "H", "H", "H", "H", "H", "H", "H", "H", "H"],
  "positions_angstrom": [[-4.71562, 2.03815, 0.11706], [-3.95664, 1.00026, -0.59583], [-3.93215, -0.27222, 0.27430], [-3.26404, -1.42028, -0.36823], [-1.79147, -1.22249, -0.81930], [-0.87479, -0.87388, 0.35738], [0.83646, -0.71216, -0.25048], [1.60407, -0.14484, 1.29882], [3.07804, 0.21198, 0.97128], [3.91831, -1.03670, 0.58384], [4.19859, -0.77950, -0.90496], [4.33675, 0.75826, -0.92900], [5.52760, 1.20597, -0.34782], [3.16939, 1.16147, -0.10772], [-4.77445, 3.05697, -0.36687], [-5.73032, 1.71309, 0.42918], [-4.18485, 2.26502, 1.10548], [-2.99711, 1.28405, -0.83079], [-4.42631, 0.81329, -1.58500], [-4.97437, -0.48704, 0.51934], [-3.48260, 0.03610, 1.23461], [-3.70923, -1.69799, -1.36254], [-3.33785, -2.32476, 0.27344], [-1.56195, -2.20008, -1.24828], [-1.67757, -0.39971, -1.57352], [-0.84976, -1.68291, 1.16376], [-1.17232, 0.11014, 0.81870], [1.21853, 0.74795, 1.71723], [1.46541, -0.92765, 2.05974], [3.34187, 0.69212, 2.00471], [4.81862, -1.09749, 1.10662], [3.43246, -1.95942, 0.78609], [5.10806, -1.28680, -1.22729], [3.35632, -1.08446, -1.51825], [4.25196, 1.20822, -1.89181], [5.42061, 2.14755, -0.20624], [2.33037, 1.15983, -0.68763]],
  "nbo_charge": [-0.600, -0.405, -0.401, -0.391, -0.414, -0.523, 0.152, -0.519, -0.046, -0.435, -0.430, 0.244, -0.721, -0.664, 0.214, 0.205, 0.194, 0.196, 0.192, 0.206, 0.196, 0.205, 0.205, 0.215, 0.208, 0.211, 0.211, 0.210, 0.216, 0.192, 0.217, 0.213, 0.218, 0.215, 0.159, 0.476, 0.379],
  "homo_energy_ev": -8.582,
  "e_lumo_ha": 0.032,
  "relative_energy_ev": 0.725,
  "smiles": "CCCCCCSC[C@H]1CC[C@H](O)N1",
  "charge": 0
}

***

{
  "formula": "C36H62ClNNbO16",
  "method": "ωB97M-V/def2-TZVPD",
  "species": ["C", "C", "N", "Nb", "C", "C", "C", "O", "O", "C", "C", "C", "Cl", "H", "H", "H", "H", "H", "H", "H", "H", "H", "H", "H", "H", "H", "H", "H", "H", "H", "H", "H", "H", "O", "C", "O", "C", "C", "C", "H", "H", "H", "H", "H", "H", "O", "C", "O", "C", "C", "C", "H", "H", "H", "H", "H", "H", "O", "C", "O", "C", "C", "C", "H", "H", "H", "H", "H", "H", "O", "C", "O", "C", "C", "C", "H", "H", "H", "H", "H", "H", "O", "C", "O", "C", "C", "C", "H", "H", "H", "H", "H", "H", "O", "C", "O", "C", "C", "C", "H", "H", "H", "H", "H", "H", "O", "C", "O", "C", "C", "C", "H", "H", "H", "H", "H", "H"],
  "positions_angstrom": [[2.09323, 0.73323, -0.11656], [1.57036, -0.00334, -1.46084], [0.09320, 0.20735, -1.54653], [-0.55415, 1.04659, -3.40654], [1.08330, 2.65215, -3.43901], [2.13353, 2.21206, -4.61013], [3.05539, 3.40739, -5.10794], [2.66707, 4.53088, -5.45213], [4.47497, 3.13042, -5.21055], [-2.05579, 2.39393, -2.34832], [-1.68597, 2.76191, -0.83487], [-2.75728, 2.02564, 0.13122], [-1.96619, 4.59051, -0.57298], [1.29529, 1.39141, 0.35517], [2.99375, 1.42248, -0.32023], [2.37724, -0.04924, 0.66924], [1.75159, -1.12253, -1.28958], [2.15292, 0.28378, -2.39078], [-0.35225, -0.72383, -1.46039], [-1.88795, -0.20554, -3.62768], [0.58344, -0.03429, -4.35560], [-1.13390, 1.75400, -5.00789], [1.67409, 2.64175, -2.45709], [0.70069, 3.70227, -3.64860], [2.79206, 1.35598, -4.25236], [1.47545, 1.78170, -5.44772], [4.75425, 2.86263, -4.30285], [-3.05145, 1.81161, -2.31113], [-2.29665, 3.37054, -2.89534], [-0.62415, 2.51930, -0.52657], [-3.79478, 2.23516, -0.29207], [-2.55650, 0.90812, 0.16780], [-2.74081, 2.44497, 1.19249], [-2.63362, -1.81848, 0.73176], [-2.87962, -1.56536, 1.88119], [-4.00820, -0.92625, 2.29381], [-3.93025, -0.68818, 3.70418], [-2.93653, -1.70219, 4.22470], [-1.98631, -1.85644, 3.05593], [-3.59748, 0.34152, 3.86602], [-4.91719, -0.81475, 4.15246], [-2.44839, -1.39124, 5.14959], [-3.44205, -2.65415, 4.41434], [-1.18258, -1.11655, 3.08380], [-1.58004, -2.86485, 2.99974], [-1.54468, 5.37312, 6.41612], [-1.71674, 5.28197, 5.22683], [-2.46803, 4.31317, 4.64154], [-2.37111, 4.43220, 3.21347], [-1.95703, 5.86190, 2.96252], [-1.10903, 6.17465, 4.17781], [-1.62823, 3.71527, 2.85313], [-3.33520, 4.20001, 2.75897], [-1.43381, 5.99773, 2.01562], [-2.84042, 6.50860, 2.95537], [-0.06522, 5.88898, 4.02834], [-1.18603, 7.22384, 4.46240], [-0.89644, -4.64558, 4.28929], [0.02557, -5.27913, 3.84448], [0.81470, -6.09690, 4.59138], [1.87724, -6.60636, 3.77521], [1.37934, -6.48709, 2.35365], [0.50313, -5.25399, 2.41742], [2.77251, -6.00471, 3.95359], [2.08679, -7.64182, 4.04985], [2.18367, -6.41586, 1.62030], [0.76820, -7.35943, 2.10060], [1.07558, -4.33874, 2.24912], [-0.33373, -5.31788, 1.72259], [-3.83912, -0.27006, -5.33915], [-4.40182, -0.88996, -4.48022], [-4.48218, -0.48953, -3.18283], [-5.12112, -1.50778, -2.40730], [-5.91929, -2.32267, -3.40087], [-5.07367, -2.22637, -4.65421], [-4.34959, -2.10017, -1.90680], [-5.75810, -1.04693, -1.65050], [-6.10103, -3.34718, -3.07066], [-6.89020, -1.84769, -3.57561], [-4.30951, -3.00637, -4.69132], [-5.68568, -2.24365, -5.55573], [-1.07736, -1.80816, -6.12243], [-1.19182, -1.51780, -7.27802], [-0.25769, -0.82150, -7.98611], [-0.75920, -0.55219, -9.29804], [-1.83061, -1.59279, -9.53766], [-2.38519, -1.81567, -8.14534], [-1.15772, 0.46660, -9.31637], [0.05311, -0.62681, -10.02339], [-2.58165, -1.27825, -10.26480], [-1.37386, -2.51814, -9.90371], [-3.18332, -1.10915, -7.90595], [-2.72483, -2.84166, -8.00640], [1.68806, 4.00579, 2.76400], [2.47168, 4.13885, 3.66678], [2.11569, 4.32901, 4.97059], [3.29256, 4.55878, 5.75377], [4.42753, 3.95774, 4.95594], [3.97019, 4.16797, 3.52779], [3.41043, 5.63696, 5.89750], [3.18198, 4.08243, 6.72904], [5.39596, 4.40918, 5.17784], [4.49979, 2.88570, 5.16394], [4.27273, 5.14445, 3.14285], [4.31830, 3.37102, 2.87173], [3.97124, -4.25573, 2.10334], [4.73999, -4.10029, 3.01395], [4.35766, -3.89169, 4.30273], [5.51510, -3.63745, 5.10772], [6.67139, -4.24184, 4.34381], [6.24043, -4.05980, 2.90262], [5.62040, -2.55611, 5.23492], [5.38768, -4.09738, 6.08877], [7.63099, -3.77819, 4.57736], [6.74876, -5.30949, 4.57161], [6.54174, -3.08739, 2.50664], [6.60841, -4.86461, 2.26740]],
  "lowdin_charge": [-0.131, -0.390, -0.276, 1.402, -0.380, -0.249, -0.416, 0.050, -0.019, -0.438, -0.730, -0.153, 0.473, 0.051, 0.059, 0.053, 0.099, 0.048, 0.020, -0.107, -0.111, -0.120, 0.031, 0.043, 0.077, 0.066, 0.098, 0.025, 0.021, 0.053, 0.079, 0.066, 0.036, 0.106, -0.483, 0.020, -0.165, -0.162, -0.079, 0.126, 0.123, 0.119, 0.120, 0.140, 0.096, 0.095, -0.483, 0.025, -0.175, -0.169, -0.080, 0.121, 0.120, 0.090, 0.121, 0.113, 0.125, 0.105, -0.466, 0.032, -0.161, -0.163, -0.075, 0.106, 0.124, 0.114, 0.119, 0.134, 0.133, 0.077, -0.511, -0.011, -0.164, -0.173, -0.086, 0.127, 0.125, 0.112, 0.115, 0.133, 0.121, 0.083, -0.486, 0.022, -0.174, -0.176, -0.089, 0.129, 0.120, 0.111, 0.114, 0.125, 0.123, 0.125, -0.475, 0.021, -0.165, -0.170, -0.080, 0.128, 0.126, 0.115, 0.119, 0.135, 0.129, 0.124, -0.477, 0.021, -0.161, -0.166, -0.078, 0.129, 0.127, 0.118, 0.120, 0.137, 0.130],
  "homo_energy_ev": -4.287,
  "e_lumo_ha": 0.056,
  "charge": -1
}